No. 1
Computed, not measured: one molecule with the formula C3H9N3 in a non-equilibrium geometry, with wB97M-V/def2-TZVPD.

The SMILES is C/N=C/N(C)N. The calculation puts the total energy at -283.86908 a.u. The HOMO-LUMO gap comes out at 9.1941 eV. As for the total charge: 0.

Last column: natural (NBO) charge in e.
CARTESIAN COORDINATES (ANGSTROEM)
C 1.347 -1.525 1.823  -0.4407
N 0.384 -1.373 0.734  -0.4886
C 0.309 -0.150 0.288  0.2641
N -0.396 0.259 -0.809  -0.2919
C -0.580 1.720 -0.991  -0.4326
N -1.346 -0.571 -1.497  -0.6310
H 2.370 -2.037 1.509  0.1982
H 1.590 -0.506 2.370  0.1622
H 0.706 -2.273 2.507  0.2086
H 0.950 0.661 0.765  0.1474
H -1.518 2.257 -0.511  0.1925
H -0.410 2.060 -2.079  0.2065
H 0.246 2.189 -0.361  0.2065
H -1.331 -0.286 -2.553  0.3519
H -2.321 -0.426 -1.196  0.3469

***

No. 2
Computed, not measured: C45H35AlBr2N5O3S as an isolated structure, with wB97M-V/def2-TZVPD.

The calculation puts the total energy at -8023.35824 a.u. The HOMO-LUMO gap comes out at 7.4371 eV. As for the total charge: +3.

Last column: Löwdin charge in e.
CARTESIAN COORDINATES (ANGSTROEM)
Al -0.042 0.194 -0.059  0.0171
C 2.361 3.935 -0.287  0.0174
O 2.865 3.008 0.747  0.0936
C 2.116 1.938 0.664  -0.2832
N 1.195 1.876 -0.222  0.1725
C 1.254 3.134 -1.020  -0.1677
C 1.523 2.830 -2.478  -0.1899
C 0.546 3.125 -3.423  -0.0310
C 0.782 2.897 -4.775  -0.0537
C 2.001 2.375 -5.186  -0.0681
C 2.980 2.070 -4.243  -0.0843
C 2.740 2.294 -2.896  -0.0296
C 2.287 0.801 1.602  -0.1112
C 3.155 0.688 2.669  0.0830
C 3.071 -0.465 3.447  0.0465
C 2.116 -1.441 3.166  0.0860
C 1.294 -1.232 2.077  -0.1009
N 1.410 -0.155 1.310  0.1372
C 0.163 -2.060 1.594  -0.2716
N -0.458 -1.713 0.521  0.1818
C -1.432 -2.831 0.240  -0.1683
C -1.486 -3.527 1.603  -0.0059
O -0.229 -3.116 2.252  0.1013
C -0.892 -3.657 -0.908  -0.1836
C -1.185 -3.242 -2.205  -0.0453
C -0.698 -3.936 -3.302  -0.0579
C 0.082 -5.070 -3.111  -0.0501
C 0.368 -5.499 -1.822  -0.0423
C -0.113 -4.793 -0.724  -0.0190
H 3.192 4.205 -0.927  0.1408
H 1.992 4.814 0.226  0.1339
H 0.294 3.641 -0.954  0.1365
H -0.399 3.560 -3.104  0.1212
H 0.025 3.149 -5.509  0.1210
H 2.200 2.224 -6.241  0.1230
H 3.938 1.680 -4.566  0.1115
H 3.516 2.057 -2.170  0.1310
H 3.864 1.475 2.893  0.1478
H 3.744 -0.598 4.285  0.1421
H 2.013 -2.329 3.776  0.1480
H -2.406 -2.433 -0.036  0.1521
H -1.511 -4.609 1.557  0.1401
H -2.295 -3.172 2.237  0.1392
H -1.844 -2.392 -2.359  0.1054
H -0.949 -3.612 -4.306  0.1149
H 0.449 -5.630 -3.963  0.1199
H 0.955 -6.396 -1.665  0.1211
H 0.146 -5.150 0.268  0.1181
Br -4.423 0.757 -4.942  0.9306
C -3.231 0.565 -3.536  -0.6573
C -3.683 0.613 -2.221  -0.0507
C -2.755 0.516 -1.211  -0.0702
N -1.441 0.344 -1.448  0.1095
C -1.020 0.217 -2.725  -0.1665
C -1.884 0.353 -3.790  -0.0259
C 0.399 -0.203 -2.858  -0.1728
C 1.034 -0.383 -4.067  -0.0404
C 2.334 -0.865 -4.067  -0.6683
Br 3.227 -1.125 -5.674  0.9344
C 2.956 -1.151 -2.861  -0.0497
C 2.255 -0.927 -1.698  -0.0503
N 1.000 -0.462 -1.684  0.1030
H -4.734 0.734 -1.996  0.1283
H -3.048 0.591 -0.171  0.1120
H -1.532 0.269 -4.809  0.1234
H 0.542 -0.161 -5.004  0.1228
H 3.968 -1.532 -2.829  0.1288
H 2.708 -1.143 -0.736  0.1302
O -1.116 0.972 1.216  -0.4203
S -1.210 2.103 2.250  1.1713
C -2.754 1.717 3.035  -0.3718
C -3.289 0.444 2.912  -0.0743
C -4.465 0.155 3.592  -0.0446
C -5.066 1.122 4.385  -0.0302
C -4.497 2.387 4.511  -0.0290
C -3.327 2.696 3.836  -0.0561
C -1.580 3.599 1.392  -0.4097
C -2.529 3.627 0.375  -0.0556
C -2.782 4.831 -0.258  -0.0349
C -2.108 5.987 0.142  -0.0247
C -1.179 5.944 1.174  -0.0393
C -0.901 4.736 1.804  -0.0816
H -2.796 -0.304 2.304  0.0938
H -4.909 -0.829 3.508  0.1190
H -5.981 0.890 4.917  0.1262
H -4.967 3.135 5.135  0.1271
H -2.887 3.682 3.934  0.1227
H -3.076 2.731 0.101  0.1012
H -3.523 4.881 -1.047  0.1229
H -2.323 6.931 -0.346  0.1270
H -0.676 6.849 1.492  0.1264
H -0.176 4.689 2.612  0.1230

***

No. 3
Computed, not measured: a 2-piece molecular cluster, C2H6NS overall, with wB97M-V/def2-TZVPD.

The calculation puts the total energy at -532.73691 a.u. The HOMO-LUMO gap comes out at 6.3681 eV. As for the total charge: -1.

Last column: natural (NBO) charge in e.
CARTESIAN COORDINATES (ANGSTROEM)
S -1.977 1.274 0.876  -1.0540
H -1.171 0.208 0.703  0.0647
C 1.493 -1.805 -0.025  -0.4576
C 0.969 -0.022 -1.391  -0.0329
N 1.836 -0.496 -0.609  -0.4177
H 0.539 -1.717 0.496  0.2149
H 1.437 -2.579 -0.793  0.1774
H 2.252 -2.081 0.703  0.1880
H 1.121 0.989 -1.763  0.1716
H 0.084 -0.566 -1.727  0.1458

***

No. 4
Computed, not measured: a 2-piece molecular cluster, C5H12O2 overall in a non-equilibrium geometry, with wB97M-V/def2-TZVPD.

The SMILES is CC(C)CC=O.O. The calculation puts the total energy at -348.16652 a.u. The HOMO-LUMO gap comes out at 11.0233 eV. As for the total charge: 0.

Last column: natural (NBO) charge in e.
CARTESIAN COORDINATES (ANGSTROEM)
C -0.410 0.755 1.938  -0.6050
C 0.269 0.483 0.589  -0.1925
C 1.633 1.191 0.452  -0.6014
C -0.696 0.881 -0.560  -0.5169
C -1.004 -0.300 -1.447  0.4377
O -1.899 -1.065 -1.159  -0.5488
H -1.315 0.150 1.937  0.2171
H 0.197 0.529 2.814  0.2126
H -0.646 1.819 2.011  0.2025
H 0.484 -0.582 0.494  0.1973
H 2.134 0.918 -0.476  0.2094
H 2.259 0.892 1.289  0.2119
H 1.457 2.268 0.421  0.1997
H -1.657 1.137 -0.113  0.2316
H -0.314 1.755 -1.086  0.2202
H -0.316 -0.697 -2.209  0.1259
O 0.162 -3.450 -1.943  -0.9449
H -0.531 -2.807 -1.874  0.4751
H 0.194 -3.876 -1.078  0.4685

***

No. 5
Computed, not measured: C28H21F3NO2PdSb as an isolated structure, with wB97M-V/def2-TZVPD.

The calculation puts the total energy at -1952.46600 a.u. The HOMO-LUMO gap comes out at 5.6220 eV. As for the total charge: -2.

Last column: natural (NBO) charge in e.
CARTESIAN COORDINATES (ANGSTROEM)
Pd 0.240 -0.628 0.389  0.1850
N -0.035 -0.250 2.971  -0.8522
C -0.744 1.045 2.976  -0.3450
C 0.204 2.223 2.630  0.7617
O -0.016 3.307 3.196  -0.7738
O 1.114 1.957 1.801  -0.8048
H -0.588 -0.945 3.454  0.3477
H 0.846 -0.146 3.460  0.3629
H -1.188 1.280 3.950  0.1597
H -1.531 1.010 2.218  0.2107
F 5.468 -0.718 5.119  -0.3658
C 4.851 -0.513 3.919  0.4318
C 4.613 -1.593 3.097  -0.3264
C 3.992 -1.375 1.872  -0.2341
C 3.605 -0.099 1.471  -0.3238
C 3.857 0.962 2.339  -0.1986
C 4.483 0.767 3.565  -0.3168
Sb 2.672 0.358 -0.459  1.2132
C 4.757 0.336 -1.319  -0.3379
C 5.711 -0.653 -1.093  -0.2060
C 7.001 -0.555 -1.600  -0.3045
C 7.330 0.557 -2.348  0.3732
F 8.592 0.660 -2.859  -0.3551
C 6.427 1.567 -2.597  -0.3081
C 5.143 1.441 -2.074  -0.2257
C 2.353 -1.734 -0.952  -0.3920
C 1.450 -2.381 -0.073  -0.2309
C 1.006 -3.676 -0.381  -0.3065
C 1.430 -4.261 -1.551  0.3858
F 1.001 -5.526 -1.846  -0.3595
C 2.288 -3.644 -2.439  -0.3392
C 2.715 -2.349 -2.138  -0.2258
H 4.909 -2.587 3.413  0.2063
H 3.818 -2.227 1.227  0.2206
H 3.530 1.957 2.061  0.2491
H 4.679 1.590 4.241  0.2133
H 5.442 -1.525 -0.505  0.2179
H 7.744 -1.323 -1.419  0.2111
H 6.725 2.428 -3.182  0.2099
H 4.419 2.231 -2.254  0.2078
H 1.368 -2.022 0.989  0.2023
H 0.312 -4.194 0.269  0.2187
H 2.617 -4.166 -3.329  0.2054
H 3.355 -1.829 -2.844  0.2053
C -1.706 -0.542 -0.475  -0.3140
C -2.936 -0.490 -0.417  -0.3967
C -4.346 -0.354 -0.345  0.0438
C -4.946 0.156 0.824  -0.2331
C -6.315 0.337 0.910  -0.2206
C -7.142 0.009 -0.159  -0.2785
C -6.572 -0.516 -1.312  -0.2231
C -5.202 -0.699 -1.405  -0.2446
H -4.307 0.415 1.658  0.2197
H -6.749 0.742 1.818  0.1935
H -8.214 0.163 -0.098  0.1879
H -7.208 -0.785 -2.149  0.1893
H -4.772 -1.112 -2.309  0.2094

***

No. 6
Computed, not measured: C55H51MnN6Si as an isolated structure, with wB97M-V/def2-TZVPD.

As for the expectation value of S²: 6.14. The spin multiplicity is 5. The calculation puts the total energy at -3895.49862 a.u. The HOMO-LUMO gap (alpha / beta) comes out at 4.7649 / 5.1205 eV. As for the total charge: 0.

Last column: Löwdin spin population.
CARTESIAN COORDINATES (ANGSTROEM)
Mn -0.173 -0.265 0.137  2.8708
C 3.605 2.542 -5.325  0.0844
C 3.926 1.292 -4.809  -0.0055
C 3.014 0.582 -4.051  0.0701
C 1.723 1.088 -3.780  0.0183
C 1.436 2.375 -4.285  0.0706
C 2.354 3.077 -5.043  -0.0052
C 0.801 0.376 -2.929  0.2898
C 1.115 -0.934 -2.409  0.0259
C 1.641 -2.049 -3.108  0.0612
C 1.640 -3.118 -2.234  0.0086
C 1.161 -2.641 -0.997  0.0525
C 1.223 -3.274 0.255  -0.0142
C 1.512 -4.732 0.304  -0.0021
C 0.423 -5.601 0.345  -0.0008
C 0.625 -6.971 0.399  0.0009
C 1.915 -7.485 0.414  -0.0001
C 3.001 -6.624 0.367  0.0009
C 2.801 -5.251 0.310  -0.0009
C 1.068 -2.592 1.449  0.0448
N 0.621 -1.283 1.546  0.0111
C 0.768 -0.876 2.833  0.0103
C 0.214 0.306 3.360  0.1167
C 0.703 0.805 4.675  0.0137
C 0.349 0.253 5.900  0.0037
C 0.901 0.738 7.079  -0.0001
C 1.810 1.784 7.050  0.0009
C 2.159 2.358 5.833  0.0005
C 1.607 1.870 4.659  0.0057
C -0.827 0.972 2.701  0.0093
C -1.823 1.812 3.304  0.0375
C -2.810 1.999 2.382  -0.0037
C -2.399 1.358 1.172  0.0446
N -1.180 0.746 1.408  0.0149
C -2.976 1.511 -0.081  -0.0163
C -2.272 1.275 -1.281  0.0522
C -2.596 1.696 -2.589  0.0093
C -1.477 1.498 -3.371  0.0610
C -0.486 0.906 -2.551  0.0257
N -0.992 0.759 -1.303  -0.0093
C -4.376 2.001 -0.133  -0.0020
C -4.754 3.170 -0.790  -0.0017
C -6.088 3.546 -0.841  0.0006
C -7.060 2.759 -0.241  -0.0016
C -6.691 1.601 0.428  0.0007
C -5.358 1.226 0.485  -0.0014
C 1.390 -1.935 3.578  0.0383
C 1.513 -3.005 2.741  -0.0022
N 0.822 -1.313 -1.144  -0.0100
H 4.320 3.095 -5.920  0.0055
H 4.905 0.866 -4.996  -0.0024
H 3.308 -0.375 -3.643  0.0046
H 0.486 2.833 -4.053  0.0050
H 2.092 4.059 -5.418  -0.0024
H 1.926 -2.049 -4.148  0.0020
H 1.975 -4.124 -2.434  -0.0005
H -0.579 -5.188 0.336  0.0002
H -0.225 -7.640 0.433  0.0000
H 2.073 -8.555 0.466  0.0000
H 4.008 -7.023 0.375  0.0000
H 3.647 -4.575 0.274  0.0001
H -0.368 -0.559 5.933  0.0001
H 0.620 0.299 8.028  0.0000
H 2.248 2.151 7.969  0.0001
H 2.865 3.178 5.803  0.0001
H 1.879 2.307 3.704  0.0004
H -1.796 2.172 4.320  0.0021
H -3.724 2.560 2.501  -0.0010
H -3.538 2.112 -2.906  -0.0005
H -1.386 1.696 -4.427  0.0022
H -3.993 3.799 -1.235  0.0002
H -6.369 4.461 -1.347  0.0001
H -8.101 3.051 -0.290  -0.0001
H -7.445 0.985 0.902  0.0001
H -5.062 0.316 0.994  0.0005
H 1.655 -1.880 4.621  0.0021
H 1.906 -3.981 2.978  -0.0010
C -4.178 -4.778 -1.073  0.0012
Si -3.633 -3.071 -1.628  0.0135
C -5.131 -1.955 -1.811  0.0026
C -2.635 -3.160 -3.215  0.0031
C -2.488 -2.265 -0.441  0.0695
C -1.603 -1.520 -0.068  -0.1002
H -4.904 -5.189 -1.778  0.0001
H -4.649 -4.735 -0.090  0.0000
H -3.334 -5.468 -1.017  0.0000
H -5.835 -2.333 -2.556  0.0003
H -4.816 -0.952 -2.108  0.0002
H -5.658 -1.868 -0.858  0.0000
H -3.167 -3.673 -4.020  0.0004
H -1.692 -3.680 -3.034  0.0000
H -2.391 -2.148 -3.548  0.0001
C 4.700 1.417 0.799  0.0003
C 4.048 1.965 -0.472  0.0008
N 2.915 2.850 -0.229  0.0050
C 3.173 4.283 -0.154  0.0003
C 3.523 4.774 1.250  0.0003
C 1.690 2.327 0.011  0.0053
C 0.523 3.266 0.110  0.0004
N 1.487 1.056 0.146  -0.0016
H 5.413 0.631 0.544  0.0000
H 3.956 0.997 1.478  0.0001
H 5.236 2.200 1.334  0.0000
H 3.714 1.149 -1.117  0.0007
H 4.780 2.527 -1.053  0.0001
H 2.305 4.826 -0.522  0.0001
H 3.995 4.502 -0.836  0.0000
H 2.753 4.480 1.966  0.0000
H 3.593 5.862 1.253  0.0000
H 4.476 4.369 1.589  0.0000
H 0.449 3.885 -0.784  0.0004
H 0.620 3.916 0.981  0.0002
H -0.390 2.691 0.208  -0.0002
H 2.327 0.493 0.097  0.0010

***

No. 7
Computed, not measured: one molecule with the formula C5H5NOS in a non-equilibrium geometry, with wB97M-V/def2-TZVPD.

The SMILES is O=C/N=C1/CCC1=S. The calculation puts the total energy at -721.59223 a.u. The HOMO-LUMO gap comes out at 7.6868 eV. As for the total charge: 0.

Last column: natural (NBO) charge in e.
CARTESIAN COORDINATES (ANGSTROEM)
O 1.995 -2.684 0.049  -0.5147
C 2.130 -1.621 -0.419  0.5381
N 1.057 -0.914 -0.913  -0.4608
C 0.146 -0.249 -0.419  0.3644
C -0.998 0.599 -0.876  -0.4827
C -1.228 1.233 0.479  -0.4877
C -0.253 0.253 1.213  -0.1686
S -0.048 -0.131 2.764  0.1396
H 3.069 -1.057 -0.648  0.1191
H -0.928 1.216 -1.847  0.2440
H -1.785 -0.045 -0.850  0.2344
H -2.363 1.224 0.671  0.2340
H -0.795 2.177 0.796  0.2409

***

No. 8
Computed, not measured: a 3-piece molecular cluster, CH8N4S overall in a non-equilibrium geometry, with wB97M-V/def2-TZVPD.

The calculation puts the total energy at -659.20668 a.u. The HOMO-LUMO gap (alpha / beta) comes out at 6.7074 / 8.0641 eV. As for the total charge: +2.

Last column: natural (NBO) charge in e.
CARTESIAN COORDINATES (ANGSTROEM)
C -7.048 0.336 0.324  0.0043
N -5.872 0.762 0.024  -0.1854
N 6.994 -0.957 -0.005  -0.0827
N -4.703 0.283 -0.416  -0.5757
N 7.558 0.123 0.045  -0.3397
S 9.175 0.347 0.001  0.5606
H -7.374 -0.745 0.252  0.2459
H -7.687 1.039 0.673  0.2284
H -5.848 1.699 0.291  0.4294
H 7.668 -1.796 0.066  0.2324
H -3.894 0.816 -0.524  0.4329
H -4.752 -0.651 -0.841  0.4202
H 7.018 0.927 -0.051  0.4627
H 8.766 -2.184 0.162  0.1667